Below is 2 unconnected molecules or ions with the total composition C10H16 at a distorted geometry, with properties calculated with the ωB97M-V functional and the def2-TZVPD basis.

Each atom is followed by the atoms it is bonded to, with distances in Å.
Element x y z (Å)
1 C -2.436 2.906 -1.161  C2 1.501, C3 1.552, H4 1.089, H5 1.094
2 C -1.032 2.933 -0.631  C1 1.501, H6 1.087, H9 1.107, H10 1.101
3 C -3.296 1.777 -0.536  C1 1.552, H7 1.089, H8 1.090, H11 1.088
4 H -2.978 3.833 -0.980  C1 1.089
5 H -2.307 2.799 -2.242  C1 1.094
6 H -0.413 3.708 -1.075  C2 1.087
7 H -3.678 1.136 -1.330  C3 1.089
8 H -2.698 1.217 0.183  C3 1.090
9 H -0.468 1.990 -0.765  C2 1.107
10 H -0.982 2.941 0.469  C2 1.101
11 H -4.161 2.157 0.002  C3 1.088
12 C 0.284 -3.531 0.418  C16 1.469, H23 1.081, H24 1.095, H26 1.100
13 C 3.405 -1.501 0.087  C14 1.356, C15 1.432, H19 1.074
14 C 2.586 -2.549 0.350  C13 1.356, C16 1.438, H20 1.088
15 C 2.877 -0.205 0.394  C13 1.432, C17 1.401, H21 1.081
16 C 1.192 -2.407 0.679  C12 1.469, C14 1.438, C18 1.419
17 C 1.608 -0.098 0.976  C15 1.401, C18 1.364, H22 1.087
18 C 0.732 -1.135 1.109  C16 1.419, C17 1.364, H25 1.082
19 H 4.434 -1.600 -0.204  C13 1.074
20 H 2.943 -3.564 0.515  C14 1.088
21 H 3.449 0.674 0.128  C15 1.081
22 H 1.329 0.935 1.165  C17 1.087
23 H 0.791 -4.465 0.220  C12 1.081
24 H -0.489 -3.268 -0.312  C12 1.095
25 H -0.335 -1.008 1.241  C18 1.082
26 H -0.357 -3.676 1.300  C12 1.100

Results
E_LUMO (alpha / beta) ... -4.50 / -8.12 eV
Multiplicity ... 2
Maximum force ... 0.03972 Eh/bohr
<S²> ... 0.77
Frontier orbital gap (alpha / beta) ... 8.98 / 5.36 eV
Charge ... +1
Relative energy (zero: lowest compared OMol25 entry of this formula, charge and spin) ... 15.4 kcal per mole
Electronic energy ... -390.2854 a.u.

=====

Below is 2 unconnected molecules or ions with the total composition C7H16N3O2 at a distorted geometry, with properties calculated with the ωB97M-V functional and the def2-TZVPD basis.

Each atom is followed by the atoms it is bonded to, with distances in Å.
Element x y z (Å)
1 C -0.368 -0.709 -0.798  C2 1.440, C3 1.358, H13 1.062
2 C -1.646 -0.403 -0.208  C1 1.440, C4 1.387, H14 1.073
3 C 0.853 -0.976 -0.267  C1 1.358, H15 1.076, H16 1.101
4 C -2.117 -0.552 1.088  C2 1.387, N8 1.351, O11 1.320
5 C 1.947 0.771 -0.128  N9 1.388, N10 1.373, O12 1.329
6 C -4.410 0.040 0.645  O11 1.441, H17 1.146, H18 1.153, H19 1.110
7 C 2.638 0.672 -2.371  O12 1.414, H20 1.075, H21 1.180, H22 1.070
8 N -1.297 -1.011 2.059  C4 1.351, H23 1.044, H24 1.062
9 N 3.086 0.082 0.268  C5 1.388, H25 0.992, H26 1.008
10 N 1.383 1.492 0.895  C5 1.373, H27 0.958, H28 0.994
11 O -3.312 -0.222 1.541  C4 1.320, C6 1.441
12 O 1.831 1.248 -1.362  C5 1.329, C7 1.414
13 H -0.259 -0.405 -1.810  C1 1.062
14 H -2.316 0.119 -0.864  C2 1.073
15 H 0.912 -1.416 0.714  C3 1.076
16 H 1.445 -1.341 -1.121  C3 1.101
17 H -4.237 0.978 0.010  C6 1.146
18 H -5.309 0.378 1.283  C6 1.153
19 H -4.884 -0.660 -0.075  C6 1.110
20 H 2.495 -0.392 -2.324  C7 1.075
21 H 3.792 0.840 -2.190  C7 1.180
22 H 2.550 1.325 -3.215  C7 1.070
23 H -0.293 -1.242 1.891  N8 1.044
24 H -1.773 -1.399 2.925  N8 1.062
25 H 3.246 -0.181 1.211  N9 0.992
26 H 3.709 -0.082 -0.507  N9 1.008
27 H 0.448 1.689 0.968  N10 0.958
28 H 1.888 1.361 1.740  N10 0.994

Results
E_LUMO (alpha / beta) ... -3.64 / -3.64 eV
Multiplicity ... 1
Maximum force ... 0.07943 Eh/bohr
Frontier orbital gap (alpha / beta) ... 7.82 / 7.82 eV
Charge ... +1
Relative energy (zero: lowest compared OMol25 entry of this formula, charge and spin) ... 63.5 kcal per mole
Electronic energy ... -590.7175 a.u.

=====

> The highest maximum force belongs to which entry?

C7H16N3O2